[1]
85
Properties=species:S:1:pos:R:3:forces:R:3 method="wB97M-V/def2-TZVPD" s_squared=3.787 spin_multiplicity=4 e_above_lowest_kj_mol=182.6 gap_ev="5.0 / 5.3" energy_ha=-2573.8832
Tc 0.777 0.811 0.561 5.4861 2.6382 0.6699
P 0.648 3.255 -0.005 0.9826 -4.4459 -0.0235
P 1.997 -1.554 1.530 0.2876 -0.5660 -0.3341
N 2.310 0.797 -0.468 1.3426 -0.8673 -0.9212
H -0.321 1.822 0.959 -2.0419 0.6541 2.3311
C 1.616 4.262 1.095 -0.1064 0.8702 0.1343
H 1.281 5.278 0.882 0.3988 0.4333 0.3636
H 2.674 4.142 0.847 -0.1898 -0.0146 0.0084
H 1.465 4.023 2.151 -0.0316 0.0417 -0.3390
C -1.031 3.839 -0.074 -0.1172 0.9059 0.1007
H -0.921 4.913 -0.235 -0.6781 0.2026 -0.1193
H -1.539 3.626 0.875 0.1396 0.1531 -0.2605
H -1.571 3.351 -0.892 0.2598 0.1804 0.1378
C 1.363 3.446 -1.625 -0.0702 0.9543 -0.4509
H 0.972 4.391 -1.994 0.2505 0.2785 -0.5809
H 1.092 2.630 -2.297 -0.0501 0.0287 0.2602
H 2.448 3.487 -1.537 -0.0010 -0.0572 -0.0712
C 3.139 -1.497 3.014 -0.6116 0.1562 -0.6989
H 3.498 -2.494 3.308 -0.1041 0.3068 -0.1030
H 2.569 -1.013 3.810 0.2127 -0.1723 0.0563
H 3.967 -0.840 2.735 0.0241 -0.1402 0.1347
C 0.807 -2.886 2.029 0.1137 0.1157 0.1400
H 1.289 -3.725 2.564 -0.2187 0.3104 -0.2777
H 0.291 -3.251 1.126 0.2056 0.0671 0.2809
H 0.063 -2.404 2.682 0.1472 -0.2566 -0.0837
C 3.055 -2.474 0.292 -0.2743 0.3775 0.3937
H 3.454 -3.419 0.694 -0.1550 0.3093 -0.0977
H 3.875 -1.807 -0.002 -0.1404 -0.1784 0.0150
H 2.443 -2.668 -0.597 0.1905 0.0049 0.2033
C 3.449 0.736 -1.195 -2.1276 0.8235 2.2668
C 5.757 1.341 -1.444 0.5198 -0.4093 -1.0423
C 4.622 1.298 -0.659 1.0332 -0.0187 -1.0129
C 3.434 0.175 -2.472 -0.4802 -0.5954 -1.1688
C 4.557 0.192 -3.252 1.8232 0.5729 0.1510
C 5.755 0.782 -2.748 0.3102 -0.0192 -0.4583
H 6.686 1.807 -1.085 -0.4456 -0.2181 -0.0381
H 4.622 1.717 0.324 -0.1712 0.1537 0.4674
H 2.498 -0.248 -2.872 0.4135 0.2480 0.3612
H 4.571 -0.228 -4.261 -0.1262 0.0899 0.3073
H 6.685 0.815 -3.385 -1.1671 -0.0385 0.8083
C 0.081 1.094 3.770 -0.4212 -0.4498 -5.3516
O 1.004 0.662 3.043 -0.6128 0.7164 2.3941
C 0.050 2.471 4.257 0.4688 0.7992 1.4127
H -0.930 2.835 4.554 -0.0956 -0.2195 -0.0365
H 0.553 3.267 3.693 0.0731 -0.7806 -0.1079
H 0.619 2.286 5.161 0.3141 0.8864 0.8089
C -1.218 0.344 3.739 -0.5857 -0.8605 1.3203
H -0.958 -0.456 4.449 -0.7512 -0.3416 0.0201
H -1.585 -0.160 2.804 1.0731 0.8429 0.5198
H -2.047 0.938 4.167 0.3741 -0.3700 -0.1323
N -0.607 0.019 -0.142 -6.1344 -4.1017 -2.8148
P -1.868 -0.811 -0.691 3.1352 1.8364 1.3915
C -2.563 0.207 -1.996 -0.6372 0.0873 -0.6108
C -3.135 1.453 -1.669 -0.1664 -0.2164 -0.2539
C -3.652 2.268 -2.677 0.1872 -0.2647 0.0602
C -3.569 1.856 -4.010 0.0488 -0.1046 0.0530
C -2.965 0.643 -4.342 0.1145 0.0534 0.0829
C -2.448 -0.178 -3.342 -0.2930 0.1815 0.5701
C -1.243 -2.356 -1.347 -0.3670 -0.9629 -0.4902
C -2.018 -3.534 -1.326 0.2841 0.3995 -0.1524
C -1.504 -4.709 -1.869 -0.0019 0.2064 0.1408
C -0.230 -4.710 -2.441 -0.1167 -0.0309 0.0181
C 0.543 -3.550 -2.473 -0.2184 0.1299 0.1052
C 0.042 -2.372 -1.917 -0.2203 0.1049 0.0286
C -3.092 -1.202 0.570 -1.1929 -0.4015 0.0934
C -2.797 -2.178 1.547 -0.0912 0.2410 -0.3438
C -3.688 -2.433 2.584 -0.0091 0.2523 -0.0785
C -4.893 -1.728 2.657 0.0970 0.0248 -0.2460
C -5.228 -0.805 1.664 0.1114 0.0338 0.2164
C -4.339 -0.541 0.625 0.4800 -0.3404 0.0342
H -3.208 1.768 -0.624 0.1232 -0.1236 -0.3643
H -4.126 3.215 -2.417 0.1526 -0.2350 -0.1133
H -3.979 2.484 -4.795 0.0514 -0.0670 0.0925
H -2.888 0.320 -5.379 -0.0509 0.1806 0.1970
H -1.969 -1.127 -3.577 -0.1590 0.1912 -0.0772
H -3.020 -3.505 -0.889 0.3324 -0.1152 -0.1664
H -2.109 -5.613 -1.835 0.2135 0.1169 -0.0834
H 0.157 -5.627 -2.872 -0.0079 0.0796 0.0436
H 1.530 -3.551 -2.936 -0.2440 -0.0332 0.1588
H 0.630 -1.451 -1.920 -0.1196 -0.2345 0.0649
H -1.880 -2.760 1.464 -0.1620 0.2517 0.0963
H -3.429 -3.171 3.344 -0.1217 0.1487 -0.1993
H -5.581 -1.919 3.475 0.0565 0.0228 -0.0890
H -6.177 -0.268 1.706 0.2474 -0.2211 -0.0009
H -4.613 0.157 -0.165 0.0085 -0.1920 0.2795

***

[2]
47
Properties=species:S:1:pos:R:3:forces:R:3 method="wB97M-V/def2-TZVPD" total_charge=-1 e_above_lowest_kj_mol=494.8 gap_ev=9.0 energy_ha=-1165.1265
N 0.729 -2.509 0.476 3.7497 3.6477 0.4957
C 0.698 -1.033 0.504 -2.2389 0.4371 -0.0427
C -0.206 -0.467 -0.587 -4.0493 -0.0623 0.4764
O -1.526 -1.142 -0.174 2.7214 -0.6568 -2.3540
C 1.970 -0.275 0.396 3.0200 2.7491 2.2482
O 1.752 1.075 -0.140 -0.0941 -0.9011 1.1361
H 0.020 -2.932 0.904 -3.8507 -1.5586 1.8758
H 0.850 -2.840 -0.422 0.1411 -0.8958 -2.0405
H 0.110 -0.710 1.474 1.4014 -0.7484 -2.1800
H -0.313 0.664 -0.636 0.0285 -1.5511 1.0508
H -0.166 -0.631 -1.666 1.1114 -1.0259 0.0499
H -1.992 -0.437 0.213 -1.7062 1.5295 0.9977
H 2.293 -0.031 1.520 0.1246 -1.1682 -2.4092
H 2.850 -0.718 -0.221 -1.5447 0.4523 1.0955
H 0.132 -0.457 3.118 0.0305 0.6061 0.3943
H -0.364 -1.474 4.024 -0.9818 -0.6434 0.5809
O 0.454 -1.070 3.794 0.9011 -0.0728 -0.3059
H 3.016 -2.727 -0.640 -0.4396 1.6684 -0.0216
H 2.646 -3.577 0.681 -0.2938 0.6864 -1.1152
O 3.055 -3.546 -0.202 1.3437 -2.9434 0.4806
H 1.894 2.478 -1.604 -0.1363 -1.1441 2.8020
H 1.069 2.751 -2.827 1.3368 -0.1204 0.4481
O 2.002 2.714 -2.485 -1.1712 1.1127 -3.3692
H -2.678 0.680 1.757 -0.0857 -0.4727 -0.1369
H -2.419 1.494 0.613 0.2471 0.9771 -1.0458
O -3.001 0.766 0.835 -0.6115 -0.1908 1.0629
H -0.315 -2.625 -3.249 -0.0434 0.4495 -2.0690
H 1.012 -2.277 -3.490 0.6497 0.3966 -0.9792
O 0.228 -2.350 -4.061 -0.6538 -0.8157 3.0696
H 3.307 -2.439 1.683 0.6932 0.0282 -1.0275
H 2.006 -2.571 2.444 0.1020 0.4403 0.0512
O 2.920 -2.260 2.519 -0.3536 -0.2148 1.5004
H 1.173 1.597 0.594 0.6825 -0.6841 -1.2917
H 0.730 2.955 1.851 1.2713 1.6160 1.4930
O 0.217 2.399 1.329 -1.9052 -1.6480 -0.8956
H -0.838 2.849 0.087 -1.9030 -0.2576 -1.1984
H -1.381 2.368 -1.392 -0.2880 1.7346 1.4931
O -1.688 2.771 -0.536 2.0150 -0.0273 1.3650
H -1.798 1.247 3.444 -0.2819 0.8385 0.7524
H -0.600 1.696 2.111 -0.2273 -0.2705 0.9049
O -1.185 0.935 2.802 1.0815 -0.0853 -1.6256
H -3.683 1.774 -1.129 -0.3217 -0.1747 -0.3766
H -4.578 0.636 -1.282 -2.3463 -4.6399 3.4234
O -4.235 1.278 -1.767 2.8294 4.9382 -3.0899
H -1.575 1.202 -2.288 0.2282 -0.0148 -0.8985
H -1.923 1.998 -3.470 -3.1414 0.4195 -3.1120
O -1.288 1.965 -2.838 2.9594 -1.7395 2.3370

***

[3]
15
Properties=species:S:1:pos:R:3:forces:R:3 method="wB97M-V/def2-TZVPD" e_above_lowest_kj_mol=154.7 gap_ev=9.6 energy_ha=-507.1385
C 0.478 1.821 -0.759 3.3910 -0.2204 -0.2546
C -0.289 0.896 -0.264 3.3190 -0.6218 0.9039
C 0.191 -0.359 0.290 -0.2010 -2.5276 2.4907
C -1.113 -1.069 0.742 0.1794 -0.0636 -0.2871
C -2.140 0.014 1.008 0.6717 -1.2304 -0.2358
F -2.018 0.457 2.295 -0.0561 0.4887 -0.2591
F -3.393 -0.552 0.915 0.4777 1.2067 -0.3397
C -1.669 1.131 -0.090 -2.8867 -2.1556 1.7150
O -2.419 1.838 -0.664 -0.8626 1.3923 -0.8095
H 1.607 1.955 -0.852 -1.8161 -0.7451 0.3205
H -0.124 2.456 -1.237 -1.6060 3.7114 -1.8456
H 0.592 -1.004 -0.460 0.6436 -0.1411 -0.7774
H 0.934 -0.443 1.161 -0.9349 1.0430 -1.2590
H -1.495 -1.710 -0.061 -0.0384 0.1676 0.1088
H -0.919 -1.686 1.597 -0.2804 -0.3041 0.5290

***

[4]
23
Properties=species:S:1:pos:R:3:forces:R:3 method="wB97M-V/def2-TZVPD" e_above_lowest_kj_mol=148.5 gap_ev=8.2 energy_ha=-421.7437
C -0.951 -0.516 1.900 0.5070 0.0680 -0.0775
C -0.640 0.410 0.757 -0.8991 1.3651 0.4321
N -0.789 -0.023 -0.607 2.4029 -1.2740 0.8763
C 0.530 -0.856 -0.817 -1.4610 0.1460 -1.5547
C 1.474 0.002 -1.654 -0.0358 -0.2284 0.2185
C 0.147 -2.138 -1.547 0.3136 0.1689 0.0948
C -0.276 1.703 0.906 -0.8835 -0.7780 -0.3626
N -0.019 2.363 2.096 0.1482 0.1723 0.0865
O -0.173 2.504 -0.187 0.3626 0.0995 0.0134
H -0.036 -0.920 2.349 -0.0935 -0.0932 0.1015
H -1.504 -0.002 2.687 -0.0720 -0.0619 0.0960
H -1.549 -1.366 1.563 -0.0091 0.1201 0.0154
H -1.614 -0.621 -0.699 0.4456 0.0216 0.0230
H 1.058 -1.141 0.105 -0.6369 0.3605 0.1237
H 1.795 0.880 -1.093 0.0031 0.0402 -0.0314
H 0.978 0.325 -2.570 0.0172 -0.0152 0.0009
H 2.360 -0.578 -1.920 0.0569 0.0652 -0.0110
H -0.502 -2.753 -0.929 -0.1143 -0.1166 0.0756
H -0.366 -1.910 -2.477 -0.0894 0.0310 -0.1718
H 1.040 -2.712 -1.778 0.0723 -0.1597 -0.0862
H -0.595 2.080 2.877 0.0737 -0.0379 -0.1029
H -0.006 3.365 1.977 -0.0398 -0.0309 0.0201
H -0.363 1.904 -0.940 -0.0687 0.1375 0.2203

***

[5]
92
Properties=species:S:1:pos:R:3:forces:R:3 method="wB97M-V/def2-TZVPD" total_charge=+2 s_squared=6.020 spin_multiplicity=5 gap_ev="5.7 / 5.0" energy_ha=-2121.8926
Ru -1.552 -3.538 -1.469 0.4361 4.2675 -0.4017
C -2.118 1.791 -1.985 -0.1303 -0.2045 0.1866
C -2.962 1.316 -0.938 0.3196 0.1471 -0.1572
C -1.406 2.714 0.000 0.3185 0.3364 0.1846
C -1.117 2.598 -1.389 0.2124 0.1373 0.0371
C -2.540 1.913 0.276 0.0134 -0.4289 0.2749
C -2.213 1.447 -3.420 0.0617 -0.1404 -0.1590
H -2.724 0.490 -3.577 0.0757 0.2414 -0.0147
H -1.214 1.397 -3.869 -0.2320 0.0696 -0.0167
H -2.783 2.215 -3.962 0.1050 -0.1079 0.0419
C 0.109 3.135 -2.016 0.2625 0.0697 -0.2454
H 0.328 2.619 -2.957 -0.0080 0.1690 0.1504
H 0.972 3.012 -1.335 -0.4168 0.1108 -0.3571
H 0.023 4.211 -2.244 -0.0472 -0.2376 0.1082
C -0.572 3.489 0.949 -0.0544 -0.0118 0.1918
H -0.711 4.578 0.835 -0.0242 -0.3175 -0.0708
H 0.503 3.304 0.770 -0.4422 0.1516 0.0791
H -0.790 3.238 1.991 0.0123 0.0855 -0.1913
C -3.099 1.611 1.611 -0.1345 0.1327 0.3915
H -3.889 2.331 1.875 0.1211 -0.1344 -0.0519
H -2.322 1.672 2.382 -0.2225 0.0760 -0.1742
H -3.535 0.607 1.658 0.0510 0.2400 -0.0856
C -3.993 0.269 -1.058 -0.3085 -0.3499 -0.2379
H -5.008 0.674 -0.972 0.1165 -0.0214 0.0397
H -3.885 -0.497 -0.280 -0.0052 0.2176 0.0327
H -3.928 -0.237 -2.024 -0.0962 0.0877 0.0374
C -0.372 -5.089 -1.790 -0.0921 -1.3926 -0.6783
C -1.524 -5.068 -2.698 0.9402 -2.1836 0.1444
C -2.763 -5.894 -2.418 -0.3955 -0.1904 -0.2107
C -3.311 -5.692 -0.973 -0.8705 -0.6129 -0.2781
C -2.966 -4.356 -0.373 -0.3733 -0.5731 1.9294
C -1.771 -4.163 0.415 -1.1461 -2.0442 1.1606
C -0.885 -5.351 0.736 0.5043 -0.0197 0.0393
C -0.298 -5.970 -0.564 1.0014 -0.5280 0.7639
H -2.510 -6.955 -2.553 -0.0561 0.1717 -0.0810
H -3.009 -6.493 -0.278 0.0766 0.2365 -0.4118
H -3.547 -5.660 -3.180 0.6014 -0.0735 0.6633
H -0.737 -6.953 -0.772 -0.0108 0.2022 -0.0047
H 0.605 -4.920 -2.261 -0.3383 0.3703 0.1287
H -1.273 -4.983 -3.755 -0.1886 0.6370 0.0388
H 0.771 -6.151 -0.361 -0.4489 -0.1201 -0.1838
H -0.066 -5.011 1.402 -0.3897 -0.2051 -0.4271
H -1.803 -3.427 1.230 0.0651 0.3510 -0.7072
H -1.432 -6.132 1.299 0.1019 0.4594 -0.1850
H -4.407 -5.757 -1.033 0.3293 -0.0423 0.0661
H -3.831 -3.745 -0.113 0.1998 0.3688 -0.3408
P 0.600 -0.479 -1.526 -0.2584 0.0052 0.3589
P -0.100 -0.255 1.863 -0.1488 -0.4425 -0.5203
C 1.381 -1.671 -0.345 0.2144 -0.5804 -0.0036
C 1.158 -1.492 1.176 0.0186 0.0280 0.3705
H 2.471 -1.721 -0.545 -0.6192 -0.0162 -0.0331
H 0.954 -2.647 -0.657 0.4060 0.2828 0.2805
H 0.806 -2.461 1.570 0.3094 0.4026 -0.1414
H 2.108 -1.265 1.687 -0.2100 -0.1875 -0.2309
C 0.864 0.922 2.894 0.1703 -0.1027 -0.0939
H 0.170 1.408 3.602 0.2858 -0.2193 -0.1947
H 1.289 1.696 2.239 -0.0884 -0.2919 0.3965
H 1.670 0.409 3.440 -0.2045 0.2654 -0.0245
C -0.783 -1.395 3.141 -0.1427 -0.1255 0.3163
H -0.100 -2.242 3.324 -0.2584 0.4304 0.1900
H -1.734 -1.808 2.772 0.1923 0.1483 0.2906
H -0.960 -0.856 4.087 -0.0607 -0.3028 -0.3658
C 2.056 -0.145 -2.627 -0.5613 -0.1962 -0.6239
H 1.755 0.568 -3.412 0.1700 -0.3306 0.1505
H 2.387 -1.083 -3.087 0.1079 0.2116 -0.0547
H 2.891 0.306 -2.080 -0.3516 -0.1677 0.0163
C -0.347 -1.639 -2.702 0.6520 0.6670 -0.3697
H -1.360 -2.148 -2.526 0.6105 1.5794 -0.6671
H 0.366 -2.317 -3.183 -0.3332 -0.0743 -0.1260
H -0.654 -0.844 -3.401 -0.1026 -0.7288 -0.3588
C 1.597 6.313 2.332 0.2019 0.1621 -0.0744
N 2.122 4.981 2.115 -0.4333 -0.4691 -0.1159
C 2.501 4.315 3.348 0.2015 0.1192 0.1366
C 3.135 4.955 1.069 0.0707 0.5148 0.2115
C 3.509 3.541 0.731 0.9631 0.7725 0.1446
C 4.833 3.038 0.868 -0.9354 -0.1373 -0.1490
C 5.074 1.677 0.636 -0.0156 0.3357 -0.0204
C 4.021 0.838 0.271 -0.1755 0.1311 0.1216
C 2.722 1.365 0.149 -0.0959 -0.7825 -0.3445
C 2.522 2.699 0.316 1.0570 -0.6899 0.3592
H 2.377 7.018 2.681 -0.2668 -0.0672 -0.0386
H 0.796 6.269 3.081 0.1599 0.1080 -0.1941
H 1.192 6.686 1.382 0.0300 0.0653 0.2688
H 2.572 3.230 3.206 0.0485 0.1940 -0.0008
H 3.476 4.666 3.737 -0.2158 -0.0192 0.0506
H 1.725 4.514 4.100 0.2784 -0.1009 -0.1385
H 2.673 5.431 0.189 0.3372 -0.0275 0.1645
H 4.036 5.532 1.355 -0.1670 -0.0751 -0.1376
H 5.629 3.727 1.169 -0.3130 -0.3478 -0.0811
H 6.084 1.275 0.756 -0.3566 0.1275 -0.0838
H 4.198 -0.226 0.086 -0.0502 0.3510 0.1353
H 1.870 0.727 -0.091 0.3854 0.1841 0.2064

***

What did the third record say?
15
Properties=species:S:1:pos:R:3:forces:R:3 method="wB97M-V/def2-TZVPD" e_above_lowest_kj_mol=154.7 gap_ev=9.6 energy_ha=-507.1385
C 0.478 1.821 -0.759 3.3910 -0.2204 -0.2546
C -0.289 0.896 -0.264 3.3190 -0.6218 0.9039
C 0.191 -0.359 0.290 -0.2010 -2.5276 2.4907
C -1.113 -1.069 0.742 0.1794 -0.0636 -0.2871
C -2.140 0.014 1.008 0.6717 -1.2304 -0.2358
F -2.018 0.457 2.295 -0.0561 0.4887 -0.2591
F -3.393 -0.552 0.915 0.4777 1.2067 -0.3397
C -1.669 1.131 -0.090 -2.8867 -2.1556 1.7150
O -2.419 1.838 -0.664 -0.8626 1.3923 -0.8095
H 1.607 1.955 -0.852 -1.8161 -0.7451 0.3205
H -0.124 2.456 -1.237 -1.6060 3.7114 -1.8456
H 0.592 -1.004 -0.460 0.6436 -0.1411 -0.7774
H 0.934 -0.443 1.161 -0.9349 1.0430 -1.2590
H -1.495 -1.710 -0.061 -0.0384 0.1676 0.1088
H -0.919 -1.686 1.597 -0.2804 -0.3041 0.5290